Entry a
One molecule with the formula C17H21N3O4, computed with wB97M-V/def2-TZVPD.

Output
Molar mass ... 331.4 g mol⁻¹
LUMO ... 0.5 eV
Kohn-Sham gap ... 8.26 eV
Structure (SMILES) ... O=C([C@@H]1Oc2ccccc2N=C1N1CCOCC1)N1CCOCC1
HOMO level ... -7.8 eV
2S+1 ... 1

Atoms and positions in Å:
O: -1.8573 -1.1393 -0.1792
O: -0.2122 -0.5735 -2.9323
O: -2.1605 3.8724 -1.4467
O: 4.7763 -0.4113 -0.0219
N: 1.8940 -0.7734 0.1356
N: 0.3398 -1.6892 1.4907
N: -0.9007 1.2203 -1.5848
C: -1.2312 1.7944 -0.3252
C: -0.4842 -1.1702 -0.6587
C: -2.3355 -2.7704 3.6347
C: -0.4900 -0.1828 -1.8057
C: 3.9149 -0.6378 -1.1775
C: -1.4922 1.8571 -2.7208
C: -1.0525 -2.5754 3.1444
C: 2.3789 -0.3225 -1.1810
C: -3.2341 -1.7160 1.6641
C: -1.5474 3.3814 -2.6424
C: -3.4197 -2.3186 2.8918
C: -1.2719 3.3240 -0.3686
C: 0.5620 -1.1151 0.4145
C: 3.9808 0.0845 1.0309
C: -0.9405 -2.0549 1.7930
C: -2.0750 -1.6516 1.0617
C: 2.8197 -0.8259 1.2798
H: 4.5258 0.2720 1.8586
H: -0.5480 3.7108 -2.7479
H: 2.3589 -0.3783 2.1648
H: -4.0737 -1.2283 1.0918
H: 4.3538 0.0593 -1.9541
H: 1.9890 0.7024 -1.4404
H: -0.3732 -2.1820 -1.1418
H: 3.9952 -1.5625 -1.6254
H: -2.4944 -3.2964 4.5918
H: 3.6713 1.0648 0.6642
H: -2.1648 1.3252 0.0302
H: 3.1980 -1.8007 1.5994
H: -0.5151 1.5525 0.4577
H: 1.9831 -0.9342 -2.0267
H: -2.3634 1.4045 -3.0467
H: -1.6978 3.7189 0.6109
H: -2.0749 3.7974 -3.5449
H: -4.4477 -2.3840 3.3165
H: -0.1538 -2.7262 3.6840
H: -0.2417 3.6993 -0.4279
H: -0.8882 1.5793 -3.6107

Charges computed using Mulliken, reported in e:
1. O -0.396
2. O -0.615
3. O -0.378
4. O -0.418
5. N 0.312
6. N -0.515
7. N 0.651
8. C -0.269
9. C 0.781
10. C -0.433
11. C -0.535
12. C -0.669
13. C -0.901
14. C -0.623
15. C -0.465
16. C -0.278
17. C -0.726
18. C -0.653
19. C -0.787
20. C 0.348
21. C -0.751
22. C 0.242
23. C 0.063
24. C -0.499
25. H 0.567
26. H 0.382
27. H 0.443
28. H 0.304
29. H 0.336
30. H 0.248
31. H 0.333
32. H 0.381
33. H 0.352
34. H 0.287
35. H 0.233
36. H 0.255
37. H 0.306
38. H 0.307
39. H 0.503
40. H 0.325
41. H 0.338
42. H 0.328
43. H 0.483
44. H 0.364
45. H 0.440



Entry b
One molecule with the formula C17H21N3O4, computed with wB97M-V/def2-TZVPD.

Output
Molar mass ... 331.4 g mol⁻¹
LUMO ... -0.8 eV
Kohn-Sham gap ... 7.69 eV
Structure (SMILES) ... CCOc1cc(C(=O)Nc2cnccn2)cc(OCC)c1OCC
HOMO level ... -8.5 eV
2S+1 ... 1

Atoms and positions in Å:
O: 2.6870 1.2495 0.0924
O: -2.1433 2.0088 -1.0850
O: 0.2113 -3.2440 0.4486
O: 0.7961 3.0166 -0.7719
N: -2.2674 -6.3057 1.6195
N: -1.7774 -2.7309 0.8169
N: -3.7136 -3.8166 1.5598
C: -0.6057 -2.2798 0.5030
C: 1.0851 -0.5730 0.0799
C: -1.0066 1.3466 -0.5751
C: 3.7053 0.3532 2.1651
C: 2.7894 4.1588 -0.2710
C: -3.7294 -6.0711 1.8206
C: 1.6968 3.4538 -1.4897
C: -1.3910 0.1197 -0.1879
C: 1.3227 0.7152 -0.1190
C: -2.4224 -3.8855 1.0330
C: 0.5849 1.6642 -0.3969
C: -1.9875 3.0067 -1.7355
C: -0.2564 -1.0174 0.0064
C: -4.4377 -4.8491 1.7864
C: -1.4810 2.7212 -3.0709
C: -1.7479 -5.2004 1.0107
C: 3.7223 0.3725 0.4086
H: -1.9699 2.0018 -3.6324
H: -0.7940 -5.0953 1.1135
H: -0.4209 2.4501 -3.1361
H: 2.9146 3.5615 0.4203
H: -2.9783 3.4742 -1.8371
H: 4.5888 0.7995 0.2433
H: -4.1344 -7.0408 2.1549
H: 3.6125 4.5675 -0.9938
H: -2.2561 -0.1431 -0.1687
H: 3.6701 1.3111 2.6436
H: 2.8921 -0.4200 2.1711
H: -1.5588 3.6979 -3.8599
H: 4.5378 -0.3744 2.4638
H: -5.2441 -4.7157 2.2521
H: -2.6657 -1.8650 1.0237
H: -1.2486 3.7283 -1.2947
H: 3.5145 -0.5595 -0.0562
H: 2.1555 5.1249 0.2050
H: 1.4528 4.2268 -2.0668
H: 1.8729 -1.4158 0.4891
H: 2.4256 2.4728 -1.7825

Charges computed using Mulliken, reported in e:
1. O -0.395
2. O -0.297
3. O -0.750
4. O -0.299
5. N -0.491
6. N -0.143
7. N -0.565
8. C 0.772
9. C -0.423
10. C -0.796
11. C -0.825
12. C -1.274
13. C -0.078
14. C -0.476
15. C -0.943
16. C 0.800
17. C 0.337
18. C 0.424
19. C 0.047
20. C -0.127
21. C -0.483
22. C -1.165
23. C -0.319
24. C -0.860
25. H 0.398
26. H 0.515
27. H 0.227
28. H 0.504
29. H 0.359
30. H 0.482
31. H 0.394
32. H 0.314
33. H 1.037
34. H 0.334
35. H 0.215
36. H 0.248
37. H 0.339
38. H 0.479
39. H 0.364
40. H 0.128
41. H 0.567
42. H 0.228
43. H 0.568
44. H 0.401
45. H 0.223



Question: which arrangement is favored energetically? Ranking from most to least stable: entry a, entry b.



Entry a
A 3-piece molecular cluster, C2H10N2O3 overall, computed with wB97M-V/def2-TZVPD.

Output
Molar mass ... 110.1 g mol⁻¹
Net charge ... +1
LUMO (spin up / spin down) ... -3.3 / -9.2 eV
Kohn-Sham gap (spin up / spin down) ... 11.95 / 5.50 eV
Expectation value of S² ... 0.7580
HOMO level (spin up / spin down) ... -15.3 / -14.7 eV
2S+1 ... 2

Atoms and positions in Å:
O: 0.3583 -0.7522 -1.7897
O: -0.3659 3.4284 1.7028
O: -0.1035 -3.3257 -0.9389
N: -0.0930 1.2762 -0.9169
N: -0.2371 -0.0010 1.6715
C: 0.3546 -0.6744 0.5676
C: 0.1054 -0.0376 -0.8495
H: 0.3388 3.2652 2.3388
H: -0.2016 -2.5995 -1.5515
H: 0.0928 -0.4694 2.5251
H: -0.0865 1.6498 -1.8470
H: -0.0032 -1.7166 0.5246
H: 0.6980 -3.7559 -1.2836
H: 1.4356 -0.5991 0.6774
H: -1.2351 -0.1534 1.7788
H: -0.3264 1.8442 -0.1255
H: -0.4604 4.3604 1.6053

Charges computed using Mulliken, reported in e:
1. O -0.464
2. O -0.633
3. O -0.605
4. N -0.266
5. N -0.430
6. C -0.326
7. C 0.520
8. H 0.321
9. H 0.368
10. H 0.324
11. H 0.264
12. H 0.481
13. H 0.352
14. H 0.293
15. H 0.268
16. H 0.225
17. H 0.309



Entry b
A 3-piece molecular cluster, C2H10N2O3 overall, computed with wB97M-V/def2-TZVPD.

Output
Molar mass ... 110.1 g mol⁻¹
Net charge ... +1
LUMO (spin up / spin down) ... -3.4 / -8.5 eV
Kohn-Sham gap (spin up / spin down) ... 11.01 / 5.88 eV
Expectation value of S² ... 0.7590
HOMO level (spin up / spin down) ... -14.4 / -14.4 eV
2S+1 ... 2

Atoms and positions in Å:
O: 0.7505 1.4745 1.6550
O: 2.8040 0.4434 -0.0326
O: -0.2642 -0.0033 -2.3251
N: -1.5627 0.6906 -0.0230
N: -0.5294 -1.4022 -0.6142
C: 0.1311 -0.9682 -1.7657
C: -1.7481 -0.7675 -0.0658
H: -0.6727 0.9806 0.4578
H: 0.8823 -1.5961 -1.9423
H: -1.6909 1.0141 -1.0145
H: 3.1477 -0.0990 0.6912
H: -2.7347 -0.8973 -0.6792
H: 0.7248 1.4054 2.7522
H: 0.6906 2.3773 1.6134
H: -0.1972 -2.2750 -0.1676
H: 2.0087 0.8717 0.4271
H: -1.7400 -1.2490 1.0332

Charges computed using Mulliken, reported in e:
1. O -0.806
2. O -0.634
3. O -0.443
4. N -0.161
5. N -0.128
6. C 0.079
7. C -0.369
8. H 0.317
9. H 0.479
10. H 0.383
11. H 0.306
12. H 0.320
13. H 0.361
14. H 0.339
15. H 0.252
16. H 0.378
17. H 0.327



Question: which arrangement is favored energetically? Ranking from most to least stable: entry a, entry b.



Entry a
One molecule with the formula C8H9NS, computed with wB97M-V/def2-TZVPD.

Output
Molar mass ... 151.2 g mol⁻¹
LUMO ... -0.8 eV
Kohn-Sham gap ... 7.44 eV
Structure (SMILES) ... C=c1cncc/c1=C/SC
HOMO level ... -8.3 eV
2S+1 ... 1

Atoms and positions in Å:
S: -2.9078 0.1075 0.5262
N: 2.6420 -0.2036 -0.6625
C: 1.2795 1.4167 0.4015
C: -0.1241 -2.0293 0.9460
C: -0.9392 1.0055 1.0153
C: -2.4790 0.3095 -1.2127
C: 2.3208 1.0883 -0.3990
C: 1.8342 -1.1340 -0.3045
C: 0.2094 0.4956 0.7086
C: 0.6093 -0.9475 0.4771
H: -0.8977 -2.1486 1.5693
H: 3.0989 1.7412 -0.5167
H: -1.8494 1.1569 -1.1054
H: 0.1680 -3.0718 0.6666
H: 1.1570 2.4278 0.5456
H: -1.8712 -0.4877 -1.5901
H: -1.2524 2.0339 1.1153
H: -3.2741 0.3226 -1.8937
H: 2.2758 -2.0829 -0.2868

Charges computed using Mulliken, reported in e:
1. S -0.140
2. N -0.582
3. C -0.889
4. C -1.154
5. C -0.780
6. C -0.752
7. C -0.403
8. C -0.266
9. C 0.911
10. C 0.714
11. H 0.405
12. H 0.453
13. H 0.258
14. H 0.240
15. H 0.436
16. H 0.255
17. H 0.516
18. H 0.371
19. H 0.407



Entry b
One molecule with the formula C8H9NS, computed with wB97M-V/def2-TZVPD.

Output
Molar mass ... 151.2 g mol⁻¹
LUMO ... 0.7 eV
Kohn-Sham gap ... 9.25 eV
Structure (SMILES) ... C[C@]12C[C@]1(c1nccs1)C2
HOMO level ... -8.5 eV
2S+1 ... 1

Atoms and positions in Å:
S: -1.9349 -1.3304 -0.2396
N: -1.5674 1.2738 -0.1519
C: -2.8462 1.0465 0.3155
C: -1.0077 0.1435 -0.4564
C: 1.4653 1.1235 -0.8045
C: 1.8780 -0.4379 1.3520
C: 0.3956 0.1239 -0.8099
C: 1.2187 -1.0859 -1.2176
C: -3.2200 -0.2342 0.2879
C: 1.6215 -0.2085 -0.1030
H: 1.4196 1.8496 -0.0148
H: 0.7358 -2.0549 -0.7819
H: -4.0941 -0.6223 0.8413
H: 1.0520 0.0394 1.9395
H: 2.1199 1.4415 -1.6447
H: -3.5828 1.7807 0.5824
H: 1.6255 -1.1990 -2.2641
H: 1.8249 -1.4480 1.4204
H: 2.8966 -0.2013 1.7492

Charges computed using Mulliken, reported in e:
1. S -0.120
2. N -0.521
3. C -0.361
4. C -0.043
5. C -0.630
6. C -1.361
7. C 0.637
8. C -0.829
9. C -0.276
10. C 0.843
11. H 0.278
12. H 0.184
13. H 0.369
14. H 0.300
15. H 0.219
16. H 0.387
17. H 0.209
18. H 0.414
19. H 0.302



Question: which arrangement is favored energetically? Ranking from most to least stable: entry b, entry a.



Entry a
One molecule with the formula C4H4P2, computed with wB97M-V/def2-TZVPD.

Output
Molar mass ... 114.0 g mol⁻¹
LUMO ... 0.0 eV
Kohn-Sham gap ... 9.11 eV
Structure (SMILES) ... P#CC[C@H]1C=P1
HOMO level ... -9.1 eV
2S+1 ... 1

Atoms and positions in Å:
P: -3.1749 0.1979 -0.1676
P: 1.1982 1.8688 0.3249
C: -0.3284 -0.6548 0.5444
C: -1.7087 -0.1264 0.2548
C: 1.0550 0.0061 0.1708
C: 0.9780 0.9009 -1.0022
H: 1.8366 -0.6023 0.4443
H: -0.3988 -0.8398 1.5553
H: -0.1157 -1.5789 -0.1616
H: 0.6587 0.8285 -1.9632

Charges computed using Mulliken, reported in e:
1. P -0.317
2. P -0.087
3. C -0.305
4. C -0.016
5. C -0.485
6. C -0.333
7. H 0.518
8. H 0.327
9. H 0.227
10. H 0.470



Entry b
C4H4P2 as an isolated structure, computed with wB97M-V/def2-TZVPD.

Output
Molar mass ... 114.0 g mol⁻¹
LUMO (spin up / spin down) ... -0.8 / -0.6 eV
Kohn-Sham gap (spin up / spin down) ... 7.19 / 7.89 eV
HOMO level (spin up / spin down) ... -8.0 / -8.5 eV
2S+1 ... 1

Atoms and positions in Å:
P: 0.8511 0.2771 2.4848
P: 0.8424 -1.3918 -1.4271
C: -0.6565 -1.0178 -0.6912
C: -0.2289 0.3543 -0.1761
C: 1.2154 0.1112 -0.7109
C: -0.2411 0.5110 1.2743
H: 1.7734 0.9359 -1.1366
H: -1.7311 -1.4095 -0.7034
H: -0.6103 1.2701 -0.6927
H: -1.2143 0.3596 1.7788

Charges computed using Mulliken, reported in e:
1. P -0.088
2. P -0.239
3. C -0.307
4. C 0.189
5. C -0.502
6. C -0.392
7. H 0.381
8. H 0.344
9. H 0.324
10. H 0.290



Question: which arrangement is favored energetically? Ranking from most to least stable: entry a, entry b.